{"formula": "C45H59N6O2", "method": "wB97M-V/def2-TZVPD", "elements": ["C", "C", "H", "C", "H", "H", "N", "H", "C", "C", "H", "C", "C", "N", "H", "N", "H", "H", "H", "H", "O", "H", "O", "C", "H", "C", "H", "H", "H", "C", "H", "C", "C", "H", "H", "C", "H", "H", "C", "N", "C", "H", "H", "C", "C", "H", "C", "H", "C", "C", "C", "H", "H", "H", "H", "H", "H", "H", "H", "C", "N", "C", "C", "H", "H", "C", "C", "H", "C", "C", "C", "C", "H", "H", "C", "H", "N", "H", "H", "C", "C", "H", "C", "H", "H", "C", "H", "C", "H", "H", "H", "C", "H", "H", "H", "H", "C", "H", "C", "C", "H", "H", "H", "H", "H", "C", "C", "C", "C", "C", "H", "H"], "coordinates": [[-1.3007, -7.1774, -8.2643], [-1.8890, -8.1394, -9.0696], [5.3904, 2.9184, 1.8245], [8.4357, 8.0833, 0.2183], [0.4714, 0.0366, 5.4694], [-5.0690, -7.0728, -8.7052], [-3.2678, -2.8288, -3.0832], [3.5119, -3.9690, -8.5381], [-2.1852, 6.1591, 3.6140], [-2.3356, -2.2478, 1.4838], [-3.1696, -3.1559, 3.2565], [7.4999, 7.3770, 0.9573], [-3.2640, -8.1159, -9.2410], [1.1460, -5.3175, -6.5679], [-0.4783, 3.6204, 5.5506], [1.1782, 2.0427, 3.2815], [1.1643, -4.7962, -8.5512], [9.2797, 7.5772, -0.2328], [-0.3185, 2.6677, 6.9930], [8.9771, 10.0403, -0.4996], [4.4054, 5.6816, 2.3916], [-3.9244, -0.1869, 0.7187], [5.5303, 3.8741, 1.8229], [1.7565, -4.8214, -7.6425], [7.5898, 6.3083, 1.1009], [-0.1610, 2.6452, 5.9187], [-4.9763, -1.7381, 3.7028], [-1.2860, -8.8953, -9.5563], [4.7985, -4.0596, -6.4007], [-1.9550, -2.8427, -2.8595], [-3.4329, -5.4861, -5.1413], [-3.5334, -2.6604, 2.3581], [3.2899, 3.6316, 2.6336], [-4.1600, -3.3671, 1.8207], [-0.0280, -3.7303, -3.2022], [2.5920, 2.9677, 1.6174], [-6.1921, -1.4080, -0.8904], [-6.3406, -0.6240, 2.1700], [-4.9780, -0.3682, 0.5165], [6.2659, 9.3878, 1.3800], [-3.7567, -3.7701, -3.8887], [-1.6969, -5.4669, -7.0230], [-0.9774, -5.4896, -4.7057], [0.1301, -2.2030, 2.2894], [-1.0378, -3.0475, 1.7770], [-0.7539, -3.5341, 0.8465], [3.0645, -4.3592, -7.6347], [-4.7764, -0.6417, -1.6596], [0.0166, -1.7999, 3.7635], [-1.6169, -4.7455, -4.2480], [1.5281, 2.1642, 1.9831], [0.6850, 7.9316, 3.6639], [0.2009, -1.3250, 1.6390], [-2.5799, -2.4107, 0.4381], [1.0446, -2.7716, 2.1310], [-1.2512, -3.8495, 2.4818], [-4.6304, -2.1123, -0.6708], [-3.2307, 6.2034, 3.8961], [-1.7077, 8.1205, 4.3483], [-2.9801, -4.7481, -4.4926], [-1.7948, 5.0330, 3.0212], [-1.0634, 1.6007, 5.2398], [1.8452, -5.3597, -5.4380], [1.3178, -5.7732, -4.5839], [1.4433, 5.8354, 2.5528], [-0.0081, 7.1196, 3.4872], [0.4159, 5.9518, 2.8698], [-5.4897, 0.5886, 0.4632], [3.1536, -4.9215, -5.3173], [-0.9293, -0.6259, 4.0256], [1.7997, 2.6803, 4.2864], [7.1743, 10.0514, 0.6682], [7.0110, 11.1196, 0.5772], [1.7494, 1.5596, 6.0735], [-2.1195, -6.2342, -7.6624], [-3.9011, -0.5795, 2.9541], [-3.4428, -6.1970, -7.8161], [0.3993, 1.4219, 3.4922], [-3.7641, -8.8475, -9.8605], [-5.5224, -1.1842, 1.7207], [2.8920, 3.4898, 3.9527], [1.0236, -1.5791, 4.1224], [-1.3350, 7.2272, 3.8674], [3.6682, -4.9789, -4.3680], [-2.1509, -1.1830, 1.6032], [4.4481, 4.5112, 2.2722], [0.9594, 1.6029, 1.2596], [-5.1386, -1.1583, -0.7789], [2.8776, 3.0588, 0.5826], [-1.0904, -0.3846, 6.1310], [5.6834, 7.5592, 2.0952], [-0.5168, 4.9463, 2.6615], [-5.9443, -2.1231, 1.3664], [1.8411, 3.2691, 6.2846], [-1.9409, -1.0181, 4.0529], [-2.0306, 1.6702, 5.7305], [8.2715, 9.4503, 0.0685], [-4.8272, -3.7330, -4.0573], [-1.0883, -3.7711, -3.4154], [-3.9914, -7.1273, -8.5957], [-1.5837, -2.0637, -2.1991], [3.4294, 4.0106, 4.7295], [-0.2469, 4.0170, 2.1757], [-0.8795, 0.0323, 3.1488], [-1.2557, 1.9165, 4.2141], [3.7759, -4.4115, -6.4462], [-0.6020, 0.1452, 5.3193], [6.4373, 8.0729, 1.5141], [-4.4537, -1.5045, 2.7761], [1.3514, 2.4993, 5.6953], [-0.3366, -2.6824, 4.2931], [-0.2325, -7.1549, -8.0992]], "atomic_forces_ev_per_a": [[0.0, 0.0, 0.0], [0.0, 0.0, 0.0], [0.2, -0.1, 0.0], [0.0, 0.0, 0.0], [0.2, 0.2, 0.2], [0.0, 0.0, 0.0], [0.1, -0.1, 0.0], [0.0, 0.0, 0.0], [-0.1, 0.0, 0.0], [0.1, -0.6, 0.2], [0.1, -0.1, 0.1], [0.0, 0.0, 0.0], [0.0, 0.0, 0.0], [0.0, 0.0, -0.1], [0.1, 0.2, 0.0], [0.2, -0.1, -0.4], [0.0, 0.0, 0.0], [0.0, 0.0, 0.0], [0.0, -0.2, 0.1], [0.0, 0.0, 0.0], [-0.2, 1.2, 0.2], [0.1, 0.3, -0.2], [0.2, -0.2, -0.2], [-0.1, 0.0, 0.0], [0.0, 0.0, 0.0], [-0.1, -0.2, -0.3], [0.1, -0.2, 0.2], [0.0, 0.0, 0.0], [0.0, 0.0, 0.0], [0.0, 0.0, 0.0], [0.0, 0.0, 0.0], [0.0, 0.7, 0.2], [-0.5, -0.5, -0.1], [0.1, -0.4, 0.0], [0.0, 0.0, 0.0], [-0.5, -0.4, 0.6], [-0.1, 0.1, -0.3], [-0.1, 0.0, 0.2], [-0.1, -0.7, 0.3], [0.1, 0.0, 0.0], [-0.1, 0.1, 0.0], [0.1, 0.0, -0.1], [0.0, 0.0, 0.0], [-0.3, -0.3, -0.2], [-0.4, 0.3, -0.3], [0.3, -0.1, 0.0], [0.0, 0.0, 0.1], [0.1, 0.0, -0.1], [0.0, -0.1, -0.5], [0.0, -0.1, 0.0], [0.6, 0.4, -0.1], [0.0, 0.0, 0.0], [0.1, 0.2, 0.0], [-0.1, 0.2, -0.2], [0.2, 0.0, 0.1], [0.0, -0.1, 0.1], [0.2, -0.1, -0.2], [0.0, 0.0, 0.0], [0.0, 0.0, 0.0], [0.0, 0.0, 0.0], [0.0, -0.1, 0.1], [0.0, 0.1, 0.8], [-0.1, -0.1, 0.2], [0.1, 0.0, 0.1], [0.0, 0.0, 0.0], [0.0, 0.0, 0.0], [0.0, -0.1, 0.0], [0.0, 0.2, -0.1], [0.0, 0.0, -0.1], [0.5, -0.4, 0.1], [0.7, 0.4, -0.1], [-0.1, 0.0, 0.0], [0.0, 0.0, 0.0], [-0.1, -0.2, 0.0], [0.0, 0.1, 0.0], [0.2, 0.0, 0.2], [0.0, -0.1, 0.0], [0.0, 0.0, 0.1], [0.0, 0.0, 0.0], [0.2, 0.5, -0.1], [-0.3, -0.1, -0.2], [0.0, 0.1, 0.2], [0.0, 0.0, 0.0], [0.0, 0.0, 0.0], [0.1, 0.2, 0.0], [0.2, -0.8, 0.1], [-0.2, -0.1, 0.0], [-0.2, 0.1, 0.6], [0.0, 0.0, -0.1], [0.1, 0.1, 0.3], [0.1, 0.0, 0.0], [-0.1, 0.1, 0.1], [-0.1, -0.1, -0.1], [0.2, 0.1, 0.0], [-0.3, 0.3, -0.1], [-0.2, 0.1, -0.1], [0.0, 0.0, 0.0], [0.0, 0.0, 0.0], [0.0, 0.0, 0.0], [-0.1, 0.1, 0.0], [0.0, 0.0, 0.0], [-0.1, 0.0, 0.1], [0.1, 0.0, -0.1], [-0.1, 0.2, 0.0], [-0.1, -0.1, -0.2], [0.0, 0.0, 0.0], [-0.3, -0.4, -0.9], [0.0, 0.1, 0.0], [-0.6, 0.1, -0.4], [-0.2, 0.3, 0.1], [0.1, -0.1, 0.3], [0.0, 0.0, 0.1]], "largest_force_ev_per_a": 1.28, "homo_ev": -10.66, "total_charge": 1}

{"formula": "C2H4BrClN3", "method": "wB97M-V/def2-TZVPD", "elements": ["C", "H", "Br", "N", "Cl", "N", "N", "C", "H", "H", "H"], "coordinates": [[-1.1964, 0.5741, 0.0180], [-2.0360, 0.8931, 0.8182], [2.4906, 2.1263, -0.1485], [-0.2111, 1.5961, -0.2687], [0.3865, -2.6915, -0.6425], [-0.4386, -0.5003, 0.6929], [0.7321, -0.1004, 0.6791], [0.9439, 1.2195, 0.0482], [1.5183, -0.5930, 1.1252], [-1.7187, 0.3157, -0.8677], [-0.4706, -2.8398, -1.4545]], "atomic_forces_ev_per_a": [[0.6, 1.6, 3.1], [1.9, -0.4, -1.6], [0.7, -0.1, 0.1], [-1.2, 0.7, -0.8], [2.8, -0.3, 2.0], [0.2, 0.7, -0.2], [1.1, 0.4, 0.7], [-2.4, -0.8, 0.3], [-0.6, -0.4, 0.0], [-0.5, -0.8, -0.9], [-2.7, -0.6, -2.6]], "largest_force_ev_per_a": 3.78, "e_above_lowest_kcal_mol": 8.1, "homo_ev": -15.36, "total_charge": 1}